Entry 1:
{
  "formula": "CH3BO4",
  "method": "wB97M-V/def2-TZVPD",
  "homo_lumo_gap_ev": 10.6,
  "total_energy_ev": -9955.8863,
  "e_homo_ev": -10.653,
  "e_lumo_ev": -0.085,
  "e_above_lowest_kj_mol": 0.0,
  "multiplicity": 1,
  "largest_force_ev_per_a": 1.072,
  "charge": 0,
  "smiles": "O=COB(O)O",
  "symbols": ["O", "C", "O", "B", "O", "O", "H", "H", "H"],
  "xyz": [[2.22, -1.46, -1.26], [1.17, -1.05, -0.90], [1.03, -0.04, -0.05], [-0.18, 0.47, 0.39], [-0.08, 1.50, 1.25], [-1.33, -0.09, -0.05], [0.20, -1.48, -1.24], [-0.88, 1.89, 1.59], [-2.16, 0.27, 0.26]],
  "lowdin_charge": [0.114, -0.325, 0.210, -0.816, 0.234, 0.208, 0.151, 0.111, 0.112]
}

=====

Entry 2:
{
  "formula": "CH5NS",
  "method": "wB97M-V/def2-TZVPD",
  "homo_lumo_gap_ev": 10.2,
  "total_energy_ev": -13441.4731,
  "e_homo_ev": -9.537,
  "e_lumo_ev": 0.692,
  "e_above_lowest_kj_mol": 117.8,
  "multiplicity": 1,
  "largest_force_ev_per_a": 2.740,
  "charge": 0,
  "smiles": "C=N.S",
  "symbols": ["C", "N", "H", "H", "H", "S", "H", "H"],
  "xyz": [[0.73, -0.54, -0.57], [0.01, -0.33, -1.60], [1.81, -0.41, -0.75], [0.52, -0.98, 0.44], [0.58, -0.60, -2.40], [-1.78, 0.62, 1.56], [-0.71, 0.86, 0.78], [-1.17, 1.38, 2.55]],
  "lowdin_charge": [-0.182, 0.008, 0.059, 0.061, 0.042, 0.453, -0.257, -0.184]
}

=====

Entry 3:
{
  "formula": "C19H29BeBrCaCl4KO25P2SV",
  "method": "wB97M-V/def2-TZVPD",
  "homo_lumo_gap_ev": 1.0,
  "total_energy_ev": -281730.0910,
  "e_homo_ev": -7.217,
  "e_lumo_ev": -6.201,
  "multiplicity": 1,
  "largest_force_ev_per_a": 8.598,
  "charge": 0,
  "symbols": ["O", "C", "O", "Br", "O", "C", "S", "O", "O", "H", "H", "H", "Be", "C", "C", "C", "O", "C", "C", "C", "O", "O", "O", "H", "H", "O", "C", "O", "C", "C", "C", "H", "H", "H", "H", "H", "H", "H", "H", "K", "O", "P", "O", "C", "C", "O", "C", "C", "O", "C", "C", "H", "H", "H", "H", "H", "H", "H", "H", "H", "H", "H", "H", "H", "H", "H", "O", "P", "O", "O", "O", "C", "Cl", "Cl", "Cl", "H", "O", "V", "O", "Ca", "O", "Cl", "O", "O", "O"],
  "xyz": [[-0.74, -3.27, 0.52], [-0.61, -2.47, -0.30], [0.27, -2.76, -1.35], [-0.26, -2.01, -2.96], [-1.31, -1.26, -0.18], [-0.43, -0.14, 0.01], [1.03, -0.48, 1.06], [0.76, -1.30, 2.21], [2.09, -1.05, 0.16], [-0.06, 0.24, -0.98], [-1.06, 0.68, 0.45], [1.45, 0.75, 1.56], [3.94, -0.47, -0.43], [0.43, -3.61, 4.42], [-0.86, -4.05, 4.76], [-0.88, -5.35, 5.54], [-1.89, -5.86, 5.98], [0.40, -6.05, 5.76], [1.69, -5.60, 5.41], [1.72, -4.25, 4.73], [2.74, -3.67, 4.41], [2.74, -6.18, 5.60], [-1.92, -3.50, 4.49], [0.54, -2.69, 3.88], [0.29, -7.00, 6.27], [0.84, -0.79, -5.17], [1.86, -0.15, -5.41], [2.36, -0.12, -6.63], [3.42, 0.76, -7.06], [4.78, 0.16, -6.78], [2.62, 0.54, -4.31], [3.30, 1.76, -6.63], [3.30, 0.88, -8.14], [4.94, 0.01, -5.71], [5.57, 0.80, -7.16], [4.86, -0.83, -7.25], [3.31, -0.17, -3.85], [1.91, 0.88, -3.56], [3.16, 1.42, -4.63], [2.32, -2.64, -3.10], [-4.23, 4.42, -1.69], [-3.20, 5.22, -0.93], [-1.83, 4.53, -1.55], [-1.42, 4.92, -2.86], [-0.90, 6.35, -2.89], [-3.29, 4.40, 0.50], [-4.45, 3.62, 0.80], [-4.27, 2.18, 0.35], [-2.23, 6.34, -0.12], [-2.87, 7.60, 0.18], [-4.08, 7.44, 1.07], [-2.25, 4.79, -3.56], [-0.62, 4.24, -3.16], [-1.71, 7.06, -2.70], [-0.48, 6.58, -3.87], [-0.14, 6.50, -2.13], [-5.34, 4.07, 0.38], [-4.57, 3.64, 1.89], [-3.86, 2.11, -0.66], [-5.23, 1.65, 0.37], [-3.57, 1.66, 1.01], [-3.15, 8.09, -0.76], [-2.13, 8.23, 0.67], [-4.88, 6.87, 0.57], [-4.49, 8.41, 1.35], [-3.83, 6.89, 1.98], [-1.05, -5.57, -2.25], [-0.12, -6.47, -1.38], [-0.45, -6.29, 0.09], [1.33, -6.05, -1.64], [-0.31, -7.93, -1.76], [1.65, -0.94, 7.11], [1.38, -0.89, 5.36], [1.93, -2.59, 7.66], [3.00, 0.11, 7.56], [0.75, -0.57, 7.60], [4.24, 1.70, -10.03], [5.38, 2.99, -9.87], [6.49, 4.26, -9.62], [-0.55, -4.43, -3.96], [-1.67, -8.28, 9.22], [-0.66, -7.27, 9.05], [0.13, -7.16, 10.26], [-1.27, -6.00, 8.76], [0.22, -7.64, 7.95]],
  "lowdin_charge": [0.291, -0.635, -0.476, 0.907, -0.009, -0.207, 0.750, -0.305, -0.587, 0.114, 0.145, 0.127, 0.423, 0.080, -0.358, -0.293, 0.182, 0.266, -0.320, -0.395, 0.067, 0.176, 0.110, 0.031, 0.103, -0.080, -0.541, 0.045, -0.200, -0.050, 0.010, 0.123, 0.085, 0.067, 0.083, 0.091, 0.049, 0.093, 0.092, 0.609, -0.221, 0.647, -0.235, -0.299, -0.081, -0.228, -0.295, -0.078, -0.205, -0.285, -0.079, 0.110, 0.109, 0.064, 0.081, 0.085, 0.105, 0.120, 0.067, 0.083, 0.064, 0.110, 0.123, 0.072, 0.085, 0.088, -0.586, -0.078, -0.093, -0.249, -0.121, -1.492, 0.607, 0.605, 0.526, 0.018, -0.691, 0.923, -0.665, 1.400, -0.344, 0.661, -0.350, -0.361, -0.384]
}

=====

Entry 4:
{
  "formula": "CH2ClF2N3",
  "method": "wB97M-V/def2-TZVPD",
  "homo_lumo_gap_ev": [7.4, 6.0],
  "total_energy_ev": -23485.7629,
  "s_squared": 2.020,
  "e_homo_ev": [-6.906, -9.698],
  "e_lumo_ev": [0.478, -3.711],
  "e_above_lowest_kj_mol": 190.4,
  "multiplicity": 3,
  "largest_force_ev_per_a": 7.946,
  "charge": 0,
  "symbols": ["C", "N", "N", "N", "F", "F", "Cl", "H", "H"],
  "xyz": [[-0.06, -0.33, 0.19], [0.45, -1.42, 0.23], [1.06, 1.08, -0.04], [-1.22, 0.32, 0.35], [-1.48, 1.53, -0.28], [-2.30, -0.56, 0.18], [2.59, 0.39, 0.20], [-0.09, -2.27, 0.20], [1.05, 1.27, -1.02]],
  "lowdin_charge": [-0.405, 0.171, -0.434, 0.013, 0.017, 0.006, 0.543, 0.089, 0.000]
}